(1)
Computed, not measured: a structure of composition C4H5NS in a non-equilibrium geometry, with ωB97M-V/def2-TZVPD.

Element x y z (Å)
C: 1.652 -0.110 -0.381
C: -0.696 -0.852 0.652
C: -0.254 1.077 -0.923
C: 0.178 -0.251 -0.588
N: -0.314 0.100 1.598
S: 0.650 1.056 0.723
H: 1.866 -0.980 0.189
H: -1.714 -0.969 0.292
H: -0.247 -1.830 0.935
H: 0.320 1.601 -1.649
H: -1.441 1.158 -0.847

Its lowest unoccupied orbital energy is -0.5 eV. The value obtained for the HOMO-LUMO gap is 7.76 eV. Its energy above the lowest of the compared OMol25 structures with the same formula, charge and spin is 671.0 kJ/mol. The total energy comes out at -16547.1110 eV. For the strongest force on any atom, the calculation gives 3.99 eV/A.

(2)
Computed, not measured: a structure of composition C26H24IIrN3O8SSi in a non-equilibrium geometry, with ωB97M-V/def2-TZVPD.

Element x y z (Å)
Ir: -0.193 -1.178 0.401
O: 1.965 -2.570 3.625
C: 1.842 -2.183 2.484
O: 0.689 -2.292 1.857
C: 3.009 -1.664 1.706
C: 4.259 -2.108 2.079
C: 5.376 -1.683 1.380
C: 5.274 -0.811 0.321
C: 4.026 -0.334 -0.033
C: 2.840 -0.735 0.644
O: 1.683 -0.244 0.340
N: 4.012 0.633 -1.134
O: 3.044 1.365 -1.273
O: 4.965 0.639 -1.886
N: 6.705 -2.152 1.786
O: 6.762 -2.951 2.699
O: 7.666 -1.714 1.184
H: 4.354 -2.785 2.917
H: 6.152 -0.491 -0.217
I: -1.609 -3.347 0.515
C: -1.687 -3.548 -1.554
C: -2.457 -4.496 -2.158
C: -2.402 -4.604 -3.562
C: -1.583 -3.779 -4.279
C: -0.778 -2.802 -3.646
C: 0.095 -1.970 -4.389
C: 0.886 -1.067 -3.744
C: 0.821 -0.920 -2.342
C: -0.039 -1.664 -1.566
C: -0.829 -2.660 -2.237
H: -3.089 -5.160 -1.584
H: -3.010 -5.346 -4.061
H: -1.534 -3.864 -5.358
H: 0.122 -2.069 -5.467
H: 1.572 -0.443 -4.303
H: 1.461 -0.188 -1.874
C: -3.962 4.454 2.404
Si: -3.647 2.934 1.363
C: -5.087 1.751 1.503
C: -3.336 3.425 -0.410
C: -2.101 2.089 2.051
C: -1.329 2.649 3.065
C: -0.157 2.050 3.519
C: 0.237 0.855 2.958
N: -0.509 0.272 2.023
C: -1.613 0.880 1.560
S: -2.204 -0.091 0.208
H: -4.886 4.937 2.076
H: -3.159 5.188 2.311
H: -4.080 4.206 3.461
H: -6.029 2.272 1.317
H: -5.134 1.318 2.504
H: -5.013 0.931 0.786
H: -4.212 3.924 -0.831
H: -3.107 2.559 -1.034
H: -2.494 4.116 -0.470
H: -1.632 3.593 3.504
H: 0.440 2.507 4.295
H: 1.134 0.332 3.266
C: 0.048 2.515 -1.700
O: 0.313 1.825 -0.493
H: 0.969 2.816 -2.202
H: -0.540 3.409 -1.488
H: -0.528 1.877 -2.380
H: 1.248 1.590 -0.444

Its lowest unoccupied orbital energy (spin up / spin down) is -1.4 / -2.4 eV. As for the spin multiplicity: 2. The value obtained for the HOMO-LUMO gap (spin up / spin down) is 6.88 / 6.10 eV. Its energy above the lowest of the compared OMol25 structures with the same formula, charge and spin is 76.3 kJ/mol. Its expectation value of S² is 0.764. The total energy comes out at -77849.2895 eV. For the strongest force on any atom, the calculation gives 1.04 eV/A.

(3)
Computed, not measured: a structure of composition C5H10AlO2 in a non-equilibrium geometry, with ωB97M-V/def2-TZVPD.

Element x y z (Å)
C: -1.147 -1.900 1.258
O: -1.301 -0.522 1.577
C: -1.420 0.399 0.596
C: -1.032 1.679 1.048
H: -1.779 -2.455 1.959
H: -1.453 -2.147 0.233
H: -0.076 -2.117 1.356
H: -2.058 0.186 -0.265
H: -1.316 1.998 2.057
H: -0.928 2.448 0.275
C: 2.378 -0.134 -2.132
C: 1.260 0.278 -1.273
O: 1.657 0.341 0.021
Al: 0.863 0.901 1.250
H: 2.202 -0.359 -3.185
H: 3.361 0.254 -1.850
H: -0.090 -0.102 -1.264
H: 0.877 1.251 -1.661

Its lowest unoccupied orbital energy (spin up / spin down) is -11.7 / -11.2 eV. As for the spin multiplicity: 2. The value obtained for the HOMO-LUMO gap (spin up / spin down) is 4.60 / 8.08 eV. Its expectation value of S² is 0.776. The total energy comes out at -16015.3776 eV. For the strongest force on any atom, the calculation gives 5.75 eV/A. The net charge is +2.

(4)
Computed, not measured: a cluster of 10 separate species, C31H47F21O17 in total in a non-equilibrium geometry, with ωB97M-V/def2-TZVPD.

Element x y z (Å)
C: -5.427 2.607 0.475
O: -6.103 3.663 -0.136
H: -4.592 2.243 -0.124
H: -4.967 2.955 1.399
H: -6.087 1.761 0.664
H: -6.364 3.319 -0.994
C: 5.664 1.900 -2.452
O: 4.448 1.190 -2.566
H: 5.636 2.924 -2.823
H: 6.165 1.838 -1.486
H: 6.389 1.544 -3.184
H: 3.944 1.592 -3.277
C: 2.497 -5.334 -0.019
O: 3.233 -5.401 -1.216
H: 2.449 -4.293 0.303
H: 1.470 -5.680 -0.129
H: 2.910 -5.974 0.761
H: 2.670 -5.125 -1.943
C: 5.912 -0.744 0.499
C: 6.164 -0.633 1.992
O: 4.936 -0.604 2.683
C: 4.947 -0.195 3.937
O: 5.989 0.030 4.567
C: 3.551 0.041 4.505
F: 3.298 1.331 4.459
F: 2.625 -0.630 3.750
F: 3.508 -0.388 5.811
H: 6.844 -0.647 -0.057
H: 5.417 0.143 0.104
H: 5.413 -1.663 0.192
H: 6.861 0.184 2.181
H: 6.646 -1.534 2.372
C: -3.492 1.442 3.386
C: -2.855 0.455 2.451
O: -3.603 -0.003 1.289
C: -4.557 -0.935 1.422
O: -4.887 -1.539 2.468
C: -5.091 -1.437 0.063
F: -4.448 -0.914 -0.981
F: -4.803 -2.767 0.009
F: -6.406 -1.275 -0.004
H: -4.423 1.016 3.760
H: -3.635 2.406 2.897
H: -2.811 1.640 4.213
H: -2.528 -0.415 3.020
H: -1.914 0.879 2.099
C: -2.054 -4.292 -1.586
C: -0.709 -4.140 -2.308
O: -0.773 -3.143 -3.298
C: -1.035 -3.336 -4.583
O: -1.531 -4.347 -5.034
C: -0.888 -2.021 -5.411
F: -0.476 -2.303 -6.653
F: -2.088 -1.459 -5.490
F: 0.011 -1.235 -4.830
H: -2.751 -4.726 -2.303
H: -2.503 -3.392 -1.167
H: -1.994 -5.023 -0.780
H: -0.307 -5.083 -2.678
H: 0.014 -3.805 -1.565
C: -0.880 -7.626 5.661
C: 0.471 -7.280 5.032
O: 0.359 -5.951 4.581
C: 0.293 -5.699 3.240
O: 0.552 -6.525 2.348
C: -0.098 -4.253 2.854
F: -1.283 -4.237 2.329
F: -0.102 -3.449 3.919
F: 0.783 -3.811 1.954
H: -1.066 -6.894 6.447
H: -0.754 -8.655 5.999
H: -1.703 -7.529 4.953
H: 0.812 -7.985 4.274
H: 1.207 -7.263 5.835
C: 2.531 4.938 -1.094
C: 1.737 4.241 0.065
O: 0.296 4.398 -0.019
C: -0.299 5.490 0.506
O: 0.316 6.343 1.201
C: -1.827 5.521 0.355
F: -2.136 4.837 -0.703
F: -2.382 5.025 1.456
F: -2.374 6.708 0.266
H: 2.100 4.478 -1.983
H: 3.582 4.686 -0.951
H: 2.468 6.024 -1.162
H: 2.109 4.554 1.040
H: 1.844 3.159 -0.011
C: -0.405 5.023 -3.576
C: -1.632 4.802 -4.450
O: -2.855 5.000 -3.705
C: -3.452 6.235 -3.588
O: -3.063 7.223 -4.214
C: -4.641 6.300 -2.634
F: -4.742 5.175 -1.926
F: -4.551 7.301 -1.753
F: -5.697 6.516 -3.343
H: -0.294 4.352 -2.724
H: -0.420 6.014 -3.121
H: 0.496 4.973 -4.187
H: -1.485 3.824 -4.909
H: -1.608 5.584 -5.209
C: 2.609 -1.540 -0.070
C: 2.297 -0.054 0.141
O: 1.321 0.451 -0.707
C: -0.069 0.160 -0.589
O: -0.608 -0.602 0.213
C: -0.920 0.913 -1.686
F: -1.975 1.522 -1.068
F: -0.269 1.929 -2.203
F: -1.349 0.077 -2.672
H: 3.172 -1.649 -0.997
H: 1.704 -2.146 -0.034
H: 3.152 -1.998 0.757
H: 3.212 0.530 0.040
H: 2.006 0.170 1.168

Its lowest unoccupied orbital energy is 0.1 eV. The value obtained for the HOMO-LUMO gap is 10.25 eV. The total energy comes out at -124782.0086 eV. For the strongest force on any atom, the calculation gives 5.50 eV/A. As for the SMILES: CCOC(=O)C(F)(F)F.CCOC(=O)C(F)(F)F.CCOC(=O)C(F)(F)F.CCOC(=O)C(F)(F)F.CCOC(=O)C(F)(F)F.CCOC(=O)C(F)(F)F.CCOC(=O)C(F)(F)F.CO.CO.CO.